Record 1
# C29H77F2FeO10

A structure of composition C29H77F2FeO10 in a non-equilibrium geometry (ωB97M-V with the def2-TZVPD basis set, the OMol25 dataset).

Element x y z (Å)
Fe (-0.410, -0.381, 1.215)
C (0.105, -4.166, 3.595)
C (0.838, -3.348, 2.521)
O (0.207, -2.160, 2.066)
H (-0.175, -3.663, 4.521)
H (0.671, -5.058, 3.863)
H (-0.845, -4.477, 3.161)
H (1.075, -4.050, 1.722)
H (1.861, -3.066, 2.770)
F (0.800, -0.431, -0.354)
F (-1.142, 1.472, 0.876)
C (6.862, -1.024, 2.469)
C (6.046, -1.783, 1.512)
C (4.719, -2.240, 2.133)
O (5.740, -0.927, 0.478)
H (7.340, -1.723, 3.155)
H (6.283, -0.324, 3.073)
H (7.637, -0.401, 2.023)
H (6.603, -2.650, 1.158)
H (3.953, -2.426, 1.381)
H (4.271, -1.424, 2.701)
H (4.824, -3.098, 2.797)
H (5.041, -1.283, -0.074)
C (2.302, 1.825, -2.560)
C (0.885, 1.632, -3.037)
C (0.620, 2.143, -4.480)
O (0.715, 0.242, -3.116)
H (3.060, 1.310, -3.149)
H (2.410, 1.580, -1.503)
H (2.517, 2.892, -2.627)
H (0.109, 2.005, -2.369)
H (-0.448, 2.037, -4.670)
H (1.125, 1.549, -5.242)
H (0.847, 3.209, -4.506)
H (0.986, -0.089, -2.257)
C (-2.922, 0.013, -4.477)
C (-2.637, -1.211, -3.634)
C (-1.784, -2.217, -4.448)
O (-1.920, -0.851, -2.519)
H (-3.548, 0.713, -3.925)
H (-3.436, -0.241, -5.405)
H (-1.943, 0.430, -4.713)
H (-3.568, -1.672, -3.304)
H (-0.817, -1.867, -4.808)
H (-2.356, -2.579, -5.302)
H (-1.661, -3.093, -3.811)
H (-1.118, -0.432, -2.840)
C (4.551, -2.860, -2.652)
C (3.263, -2.486, -1.934)
C (2.666, -3.632, -1.114)
O (3.527, -1.403, -1.052)
H (5.310, -3.319, -2.018)
H (4.900, -1.990, -3.207)
H (4.319, -3.605, -3.413)
H (2.478, -2.204, -2.636)
H (1.872, -3.357, -0.421)
H (3.379, -4.230, -0.545)
H (2.390, -4.305, -1.926)
H (2.711, -1.005, -0.741)
C (-4.174, -2.020, 0.044)
C (-2.679, -2.430, 0.319)
C (-2.202, -3.556, -0.627)
O (-1.863, -1.291, 0.037)
H (-4.483, -2.015, -1.001)
H (-4.383, -1.056, 0.509)
H (-4.773, -2.810, 0.496)
H (-2.515, -2.671, 1.369)
H (-2.980, -4.312, -0.737)
H (-1.300, -3.962, -0.169)
H (-1.965, -3.172, -1.619)
H (-1.940, -1.148, -0.910)
C (-1.551, 6.505, 0.694)
C (-1.314, 5.022, 0.401)
C (-0.191, 4.792, -0.619)
O (-1.032, 4.256, 1.569)
H (-0.607, 6.921, 1.048)
H (-2.274, 6.696, 1.488)
H (-1.954, 7.050, -0.159)
H (-2.226, 4.547, 0.040)
H (-0.146, 3.728, -0.853)
H (0.767, 5.125, -0.221)
H (-0.414, 5.294, -1.561)
H (-1.164, 3.319, 1.408)
C (-2.217, 0.726, 4.813)
C (-2.053, -0.628, 4.056)
C (-3.197, -1.525, 4.455)
O (-2.082, -0.364, 2.623)
H (-3.232, 1.088, 4.645)
H (-1.467, 1.459, 4.518)
H (-2.045, 0.480, 5.861)
H (-1.109, -1.063, 4.382)
H (-3.274, -2.312, 3.705)
H (-4.179, -1.059, 4.376)
H (-3.156, -1.983, 5.443)
H (-2.978, -0.057, 2.466)
C (-5.376, 2.054, -1.654)
C (-3.911, 2.042, -1.397)
C (-3.180, 3.177, -2.111)
O (-3.736, 2.208, 0.009)
H (-5.731, 2.252, -2.665)
H (-5.788, 2.776, -0.949)
H (-5.687, 1.031, -1.444)
H (-3.511, 1.076, -1.704)
H (-3.351, 3.184, -3.188)
H (-2.111, 2.967, -2.078)
H (-3.482, 4.125, -1.666)
H (-2.821, 2.040, 0.245)
C (1.822, 2.714, 2.993)
C (1.724, 1.532, 2.024)
C (3.062, 0.912, 1.611)
O (0.896, 0.527, 2.580)
H (2.157, 2.431, 3.991)
H (0.828, 3.162, 3.003)
H (2.593, 3.404, 2.651)
H (1.343, 1.917, 1.077)
H (3.650, 0.637, 2.487)
H (3.613, 1.687, 1.080)
H (2.991, 0.016, 0.995)
H (1.271, 0.260, 3.423)

The total charge is 0. As for the frontier orbital gap (spin up / spin down): 9.70 / 7.45 eV. As for the spin multiplicity: 6. Its max |F| is 2.3 eV Å⁻¹. The energy above the lowest of the compared OMol25 structures with the same formula, charge and spin comes out at 0.0 kcal/mol. The total energy comes out at -3366.987600 a.u.

Here are the Mulliken charges for atoms 1 to 5, given in e: 0.09 -1.27 -0.30 -0.23 0.26

Record 2
# C29H78F2N3O35S11

A cluster of 12 separate species, C29H78F2N3O35S11 in total in a non-equilibrium geometry (ωB97M-V with the def2-TZVPD basis set, the OMol25 dataset).

Element x y z (Å)
N (-0.934, -1.738, -0.006)
S (0.411, -1.047, 0.038)
O (0.639, -0.157, -1.095)
O (1.546, -1.807, 0.527)
F (0.236, -0.103, 1.358)
S (-0.632, -2.951, -1.085)
O (-0.747, -4.321, -0.590)
O (0.370, -2.789, -2.131)
F (-2.049, -2.692, -1.757)
C (6.281, -3.652, -0.276)
N (6.443, -4.520, 0.897)
O (5.412, -4.928, 1.423)
O (7.588, -4.857, 1.226)
H (5.336, -3.984, -0.706)
H (7.033, -3.880, -1.031)
H (6.266, -2.611, 0.049)
C (-6.103, -6.727, -4.831)
N (-7.385, -7.525, -4.736)
O (-8.384, -7.108, -5.314)
O (-7.337, -8.598, -4.112)
H (-5.499, -7.403, -5.437)
H (-5.837, -6.578, -3.785)
H (-6.325, -5.822, -5.398)
O (-7.878, 3.160, 3.569)
S (-6.660, 3.880, 3.198)
O (-6.454, 4.545, 1.904)
O (-6.418, 5.015, 4.385)
C (-5.319, 5.983, 4.332)
C (-6.129, 7.375, 4.494)
C (-5.168, 2.883, 3.483)
H (-4.781, 5.901, 3.388)
H (-4.557, 5.948, 5.111)
H (-6.340, 7.488, 5.557)
H (-7.050, 7.239, 3.928)
H (-5.567, 8.252, 4.172)
H (-4.273, 3.504, 3.510)
H (-5.175, 2.158, 2.670)
H (-5.353, 2.493, 4.484)
O (-2.365, -4.475, 7.848)
S (-2.000, -3.671, 6.729)
O (-2.654, -2.388, 6.553)
O (-0.302, -3.477, 6.883)
C (0.222, -2.491, 6.111)
C (1.713, -2.374, 6.500)
C (-2.039, -4.666, 5.170)
H (-0.251, -1.510, 6.082)
H (0.149, -2.895, 5.101)
H (1.766, -2.396, 7.589)
H (2.136, -1.453, 6.097)
H (2.244, -3.223, 6.070)
H (-1.798, -4.135, 4.248)
H (-3.016, -5.140, 5.075)
H (-1.304, -5.452, 5.340)
O (-0.339, -10.188, -8.782)
S (-1.189, -9.314, -8.009)
O (-1.916, -8.216, -8.696)
O (-2.265, -10.251, -7.172)
C (-1.977, -11.601, -6.830)
C (-3.233, -12.492, -6.977)
C (-0.292, -8.658, -6.535)
H (-1.693, -11.563, -5.778)
H (-1.136, -12.088, -7.325)
H (-4.059, -12.197, -6.329)
H (-3.041, -13.523, -6.678)
H (-3.653, -12.433, -7.981)
H (0.694, -9.121, -6.495)
H (-0.816, -8.737, -5.582)
H (-0.009, -7.610, -6.634)
O (7.303, 2.733, 1.624)
S (7.223, 2.258, 3.043)
O (5.960, 1.731, 3.527)
O (8.311, 1.113, 3.300)
C (8.293, 0.501, 4.603)
C (9.602, 0.785, 5.370)
C (7.821, 3.561, 4.138)
H (8.235, -0.576, 4.447)
H (7.457, 0.645, 5.287)
H (9.646, 0.118, 6.231)
H (9.628, 1.830, 5.680)
H (10.428, 0.561, 4.695)
H (8.883, 3.806, 4.137)
H (7.644, 3.203, 5.152)
H (7.396, 4.554, 3.986)
O (2.942, 4.601, 7.438)
S (2.438, 6.013, 7.384)
O (2.068, 6.792, 8.582)
O (3.537, 6.960, 6.469)
C (3.648, 8.330, 6.845)
C (4.244, 9.149, 5.716)
C (1.044, 5.962, 6.104)
H (4.167, 8.571, 7.773)
H (2.597, 8.618, 6.869)
H (3.686, 8.812, 4.843)
H (5.293, 8.877, 5.599)
H (4.140, 10.223, 5.870)
H (0.204, 5.508, 6.630)
H (1.289, 5.406, 5.199)
H (0.899, 7.042, 6.075)
O (-2.114, 4.539, -5.984)
S (-2.932, 3.334, -5.685)
O (-4.358, 3.239, -6.030)
O (-2.091, 2.020, -6.383)
C (-2.856, 0.883, -6.668)
C (-1.979, -0.237, -7.209)
C (-2.796, 2.926, -3.899)
H (-3.622, 1.161, -7.392)
H (-3.337, 0.504, -5.766)
H (-2.548, -0.857, -7.903)
H (-1.417, -0.738, -6.421)
H (-1.278, 0.318, -7.833)
H (-1.751, 3.087, -3.634)
H (-3.240, 1.931, -3.853)
H (-3.383, 3.595, -3.270)
O (-2.232, 8.929, -0.867)
S (-0.978, 9.216, -0.270)
O (-0.618, 8.481, 0.942)
O (0.159, 8.896, -1.380)
C (1.493, 8.797, -1.020)
C (2.027, 7.360, -1.039)
C (-0.873, 11.072, -0.183)
H (1.694, 9.177, -0.018)
H (2.025, 9.365, -1.783)
H (3.009, 7.370, -0.566)
H (2.265, 6.954, -2.022)
H (1.447, 6.588, -0.532)
H (-1.606, 11.365, 0.568)
H (-1.119, 11.356, -1.206)
H (0.118, 11.414, 0.116)
O (-8.801, -4.010, -1.440)
S (-9.101, -4.365, -0.051)
O (-10.471, -4.303, 0.426)
O (-8.486, -5.886, 0.224)
C (-9.055, -6.546, 1.284)
C (-8.340, -7.812, 1.659)
C (-7.954, -3.431, 1.066)
H (-10.085, -6.790, 1.024)
H (-9.133, -5.884, 2.146)
H (-7.342, -7.725, 2.090)
H (-8.340, -8.583, 0.889)
H (-8.923, -8.290, 2.446)
H (-6.908, -3.469, 0.763)
H (-8.253, -3.657, 2.089)
H (-8.264, -2.393, 0.940)
O (6.400, 0.422, -7.451)
S (6.705, 0.046, -6.056)
O (6.937, -1.323, -5.609)
O (8.021, 0.990, -5.683)
C (9.211, 0.593, -6.363)
C (10.418, 1.566, -6.162)
C (5.554, 0.712, -4.820)
H (8.991, 0.596, -7.431)
H (9.518, -0.434, -6.160)
H (11.344, 1.057, -6.429)
H (10.365, 2.013, -5.170)
H (10.248, 2.368, -6.881)
H (6.001, 0.578, -3.834)
H (4.590, 0.209, -4.880)
H (5.239, 1.728, -5.060)

The total charge is -1. As for the frontier orbital gap: 8.14 eV. Its max |F| is 6.6 eV Å⁻¹. The energy above the lowest of the compared OMol25 structures with the same formula, charge and spin comes out at 196.1 kcal/mol. The total energy comes out at -8528.741578 a.u.

Here are the Mulliken charges for atoms 1 to 5, given in e: -0.25 1.04 -0.58 -0.58 -0.29

Q: Which of these has the lowest total charge?
A: C29H78F2N3O35S11

Q: What is the formula in the second record?
A: C29H78F2N3O35S11